C58H74BrCl2N8O5RbS2Si | ωB97M-V/def2-TZVPD

```
152
Properties=species:S:1:pos:R:3:forces:R:3
Rb 0.1135 -0.3848 -0.4134 0.172 0.563 -0.071
Cl 1.2800 -3.3425 -0.3093 0.009 -0.257 0.152
C 1.9677 -4.5621 -1.3614 0.137 -0.063 -0.034
C 2.7339 -5.5316 -0.7391 -0.077 0.033 0.088
C 3.2820 -6.5619 -1.4840 0.032 -0.016 -0.056
C 3.0229 -6.6016 -2.8472 -0.069 0.025 -0.053
C 2.2634 -5.6122 -3.4466 0.039 0.053 0.127
Cl 1.9819 -5.7754 -5.1620 0.016 0.043 0.020
C 1.7285 -4.4875 -2.7565 0.014 -0.039 -0.041
S 0.9321 -3.1714 -3.5165 -0.059 -0.139 0.030
H 2.8947 -5.4727 0.3306 -0.018 0.022 -0.038
H 3.9000 -7.3162 -1.0138 -0.038 0.002 -0.012
H 3.4127 -7.4044 -3.4604 -0.008 0.026 -0.004
C -3.0549 1.0833 -1.4316 -0.065 -0.126 -0.009
Si -2.0855 1.9111 -2.8312 -0.019 -0.004 0.140
C -2.7296 1.0717 -4.3992 -0.016 -0.044 -0.156
C -2.7309 3.6991 -2.8274 -0.057 0.145 0.005
N -0.4305 1.6968 -2.5983 0.313 -0.092 -0.017
C 0.4930 2.0015 -3.5487 -0.203 0.041 -0.008
C 0.2872 2.9513 -4.5905 0.013 -0.054 0.032
C 1.1821 3.1717 -5.6261 -0.001 -0.053 0.066
C 2.3647 2.4486 -5.6960 -0.075 0.016 0.015
C 2.6322 1.5386 -4.6778 0.045 0.041 -0.060
C 1.7669 1.3662 -3.6158 0.040 -0.026 0.006
O 2.0650 0.4358 -2.6246 -0.040 0.140 0.118
C 3.3612 0.2454 -2.2193 -0.123 -0.115 -0.072
C 4.3432 1.2278 -2.2159 0.028 0.113 0.007
C 5.6019 0.9305 -1.7136 -0.001 -0.060 0.039
C 5.8960 -0.3337 -1.2155 -0.031 0.044 -0.052
C 4.9069 -1.3078 -1.2284 -0.014 0.054 0.001
C 3.6483 -1.0218 -1.7348 0.068 -0.201 0.043
H -3.8211 1.7514 -1.0226 0.024 -0.066 -0.037
H -2.4284 0.7514 -0.6014 -0.098 0.088 0.029
H -3.5817 0.2061 -1.8199 0.078 0.061 0.075
H -3.8171 0.9361 -4.3561 0.067 0.038 -0.019
H -2.2616 0.0803 -4.4516 -0.063 0.059 -0.028
H -2.4727 1.6056 -5.3191 -0.006 -0.030 0.057
H -3.8272 3.7269 -2.7801 0.085 -0.018 -0.001
H -2.4182 4.2751 -3.7026 -0.030 -0.011 0.040
H -2.3391 4.2187 -1.9435 -0.039 -0.003 -0.061
H -0.6373 3.5171 -4.5662 0.049 -0.007 -0.024
H 0.9461 3.9075 -6.3883 -0.019 -0.001 0.005
H 3.0590 2.5734 -6.5173 0.006 0.011 0.011
H 3.5391 0.9474 -4.7101 -0.009 -0.002 0.025
H 4.1150 2.2210 -2.5780 0.010 -0.025 -0.017
H 6.3558 1.7093 -1.6926 -0.003 -0.009 -0.012
H 6.8822 -0.5535 -0.8239 -0.042 0.017 0.017
H 5.1097 -2.3010 -0.8450 -0.008 0.002 -0.008
H 2.8753 -1.7771 -1.7873 0.015 0.017 -0.044
C -4.2806 -2.9831 -5.1016 -0.094 0.029 0.023
C -5.7257 -2.5055 -5.0323 0.150 -0.010 -0.026
S -6.2722 -2.0706 -3.3984 0.041 -0.002 0.138
O -5.2564 -1.2614 -2.7797 -0.089 -0.001 -0.004
O -7.6212 -1.5748 -3.5253 0.035 -0.007 -0.074
C -6.4293 -3.6111 -2.5002 0.072 0.044 0.044
C -5.2102 -4.1974 -1.7827 -0.060 0.116 -0.046
N -4.4678 -3.2894 -0.9204 -0.131 -0.087 -0.039
C -3.1974 -2.8629 -1.1174 0.221 0.021 0.090
N -2.8158 -2.0021 -0.1818 0.119 0.025 -0.092
C -3.8685 -1.8308 0.6370 -0.036 0.135 0.074
C -4.9047 -2.6169 0.2119 -0.156 -0.078 0.199
N -6.1415 -2.8393 0.8589 0.155 0.236 -0.334
O -6.3981 -2.1687 1.8404 -0.009 -0.053 0.103
O -6.8964 -3.6860 0.3831 -0.108 -0.134 0.203
C -2.2692 -3.2870 -2.1937 -0.016 0.032 0.020
H -3.9376 -2.9941 -6.1348 -0.028 -0.017 -0.023
H -4.1651 -3.9930 -4.7060 -0.007 0.019 -0.002
H -3.6304 -2.3111 -4.5445 -0.004 0.014 -0.016
H -6.4487 -3.2325 -5.4050 0.013 0.047 -0.080
H -5.8671 -1.5658 -5.5701 0.012 -0.021 -0.049
H -6.7983 -4.3379 -3.2269 -0.067 -0.029 0.086
H -7.2288 -3.3964 -1.7915 0.041 -0.031 -0.039
H -4.5030 -4.5895 -2.5014 0.112 -0.025 -0.053
H -5.5719 -5.0260 -1.1795 -0.016 -0.070 -0.001
H -3.8520 -1.1566 1.4793 0.020 -0.072 -0.033
H -2.6446 -4.0747 -2.8380 -0.005 -0.033 -0.014
H -1.3329 -3.6260 -1.7510 0.019 0.010 -0.013
H -2.0002 -2.4311 -2.8132 -0.009 0.015 -0.005
C 4.0562 -2.6267 2.9422 -0.021 0.083 -0.001
C 3.8516 -1.1652 3.2760 -0.046 0.028 0.021
C 4.4147 -0.6181 4.4415 -0.019 -0.012 -0.040
C 4.2452 0.7468 4.6895 -0.045 -0.028 -0.082
C 4.8402 1.3502 5.9408 -0.014 -0.032 -0.010
C 3.5491 1.5612 3.8097 -0.045 -0.096 -0.027
C 2.9523 1.0547 2.5969 -0.024 0.133 0.120
C 3.1431 -0.3610 2.4133 0.038 0.061 0.092
N 2.2233 1.6748 1.6790 -0.049 -0.116 -0.177
C 2.2368 3.0852 1.3338 0.069 0.004 0.138
C 3.2486 4.0320 2.0076 0.010 0.079 -0.059
C 3.1653 5.4431 1.3961 -0.073 -0.039 -0.024
C 3.4603 5.4094 -0.1074 -0.017 -0.004 0.020
C 2.4396 4.5006 -0.7984 -0.057 -0.028 0.051
C 1.0202 5.0377 -0.5809 0.050 -0.060 0.024
C 0.7301 5.0986 0.9245 0.046 -0.055 0.005
C 1.7549 6.0121 1.6072 0.022 -0.015 -0.045
C 0.8388 3.6906 1.5232 0.030 0.040 0.023
C 2.5452 3.1084 -0.1758 -0.079 0.015 0.020
H 4.3929 -3.1898 3.8168 -0.025 0.018 -0.024
H 4.8106 -2.7411 2.1577 -0.022 -0.010 0.025
H 3.1343 -3.0819 2.5673 0.027 0.003 0.003
H 4.9701 -1.2430 5.1368 -0.039 0.024 -0.038
H 4.8695 0.6176 6.7510 0.007 0.019 0.004
H 4.2590 2.2112 6.2778 0.012 -0.001 -0.006
H 5.8653 1.6906 5.7664 -0.001 0.003 -0.002
H 3.4045 2.5966 4.0835 0.045 -0.073 0.049
H 2.7229 -0.7579 1.4951 0.040 -0.186 -0.054
H 4.2593 3.6238 1.8983 -0.014 0.015 0.029
H 3.0423 4.1169 3.0761 -0.010 0.050 -0.017
H 3.8914 6.0913 1.8998 0.034 0.012 -0.004
H 4.4729 5.0275 -0.2827 -0.016 0.005 0.008
H 3.4159 6.4265 -0.5174 0.002 -0.005 -0.008
H 2.6430 4.4457 -1.8739 0.013 -0.007 0.014
H 0.3094 4.3694 -1.0810 0.000 0.053 0.025
H 0.9137 6.0355 -1.0273 0.011 -0.028 0.007
H -0.2801 5.4955 1.0889 0.006 -0.023 0.005
H 1.5368 6.0873 2.6797 0.006 -0.020 -0.027
H 1.6959 7.0252 1.1864 0.004 -0.026 0.032
H 0.1381 3.0117 1.0412 -0.031 0.009 -0.019
H 0.6040 3.7127 2.5969 -0.043 -0.030 -0.042
H 3.5506 2.7044 -0.3025 0.018 -0.029 -0.010
H 1.8467 2.4050 -0.6354 0.025 0.060 -0.188
C 0.0779 -1.2722 3.9966 -0.084 -0.091 -0.033
C 0.2404 -2.1826 5.2439 -0.033 -0.007 -0.069
N -0.8476 -3.1703 5.3016 -0.009 0.007 -0.017
C -2.1255 -2.4576 5.3487 0.034 0.005 -0.062
C -2.2995 -1.5817 4.0749 0.087 -0.072 0.083
N -1.1096 -1.6864 3.2309 0.031 0.026 -0.056
C -0.9372 -3.0845 2.8242 0.023 0.052 0.089
C -0.8133 -3.9883 4.0841 -0.012 0.129 0.011
H 0.9533 -1.3249 3.3467 -0.032 0.032 0.030
H -0.0340 -0.2257 4.2829 0.026 -0.003 0.009
H 0.2156 -1.5998 6.1666 0.019 0.005 0.025
H 1.1898 -2.7195 5.2181 0.029 0.006 -0.006
H -2.1421 -1.8499 6.2564 0.004 0.017 0.004
H -2.9248 -3.1984 5.4303 -0.028 -0.002 0.009
H -2.4524 -0.5307 4.3313 -0.010 -0.029 0.021
H -3.1661 -1.9112 3.4963 0.005 0.001 0.000
H -0.0399 -3.1505 2.2067 -0.031 -0.003 -0.009
H -1.7898 -3.3708 2.2030 0.015 -0.007 -0.006
H 0.1236 -4.5475 4.0784 0.028 -0.031 -0.013
H -1.6343 -4.7076 4.1399 -0.001 -0.027 -0.002
Br -2.4137 3.0316 5.8459 0.022 -0.005 0.001
C -2.4633 3.0905 3.9515 0.003 -0.016 0.046
C -3.0957 4.1301 3.2999 -0.011 0.045 -0.009
C -3.1027 4.1111 1.9147 -0.011 0.034 -0.025
C -2.4943 3.0527 1.2560 0.105 0.003 0.139
N -1.8860 2.0540 1.8949 -0.245 -0.054 -0.051
C -1.8616 2.0779 3.2222 0.053 -0.057 -0.179
H -3.5580 4.9331 3.8586 -0.003 -0.013 -0.006
H -3.5704 4.9087 1.3513 0.017 -0.028 0.005
H -2.4689 3.0139 0.1742 -0.008 -0.007 0.022
H -1.3271 1.2753 3.7151 -0.012 0.035 -0.011
```
Positions in Å, forces in eV/Å.

The net charge is -2. The energy comes out at -7673.1729 hartree. The spin multiplicity is 1. The calculation puts the energy relative to the best compared isomer or geometry (same formula, charge and spin) at 0.344 eV. The calculation puts the HOMO-LUMO gap at 3.943 eV. For the strongest force on any atom, the calculation gives 0.01154 Eh/bohr.

Results of the Löwdin charge analysis, in e, for atoms 1 through 4: Rb 0.50; Cl 0.61; C -0.65; C -0.15